Version 1
H22NO9 | ωB97M-V with the def2-TZVPD basis set

Geometry as ORCA input:
```
! wB97M-V def2-TZVPD RIJCOSX def2/J DEFGRID3
* xyz 1 1
N -0.90 0.49 -0.93
H -1.82 0.93 -0.98
H -1.06 -0.49 -0.82
H -0.42 0.71 -0.08
H -0.30 0.58 -1.70
O -2.05 2.30 1.18
H -2.73 1.85 1.66
H -1.34 2.19 1.80
O -0.84 -0.64 2.11
H -1.27 -1.35 2.50
H 0.08 -0.72 2.40
O -2.63 -2.42 -0.03
H -3.20 -2.30 0.76
H -1.74 -2.42 0.28
O 2.02 1.22 -2.40
H 2.48 0.40 -2.54
H 2.62 1.86 -2.84
O 0.62 2.16 2.16
H 0.91 2.39 1.30
H 0.98 2.82 2.70
O 1.70 -0.28 0.15
H 1.80 -1.24 0.14
H 2.44 -0.06 -0.41
O 1.01 2.73 -0.51
H 1.74 2.39 -1.09
H 1.17 3.69 -0.36
O 0.03 -2.77 0.42
H 0.31 -3.69 0.38
H 0.43 -2.37 1.20
O 0.05 -2.34 -2.35
H -0.16 -3.19 -2.68
H 0.07 -2.42 -1.42
*
```



Version 2
H22NO9 | ωB97M-V with the def2-TZVPD basis set

Geometry as ORCA input:
```
! wB97M-V def2-TZVPD RIJCOSX def2/J DEFGRID3
* xyz 1 1
N -18.29 -30.92 9.92
H -17.58 -31.29 9.68
H -19.12 -31.26 9.38
H -18.26 -29.91 9.91
H -18.53 -31.16 10.86
O -20.19 -31.29 12.99
H -21.10 -31.24 13.24
H -19.54 -31.16 13.62
O -20.49 -29.50 8.68
H -20.46 -30.31 8.24
H -21.40 -29.62 9.13
O -21.34 -33.24 11.01
H -20.62 -33.43 10.48
H -20.99 -33.06 11.84
O -16.78 -29.22 11.91
H -16.93 -29.85 12.57
H -16.93 -28.36 12.36
O -15.64 -30.56 8.54
H -15.24 -30.72 9.43
H -15.17 -29.92 7.90
O -20.10 -31.21 6.63
H -20.68 -31.86 6.34
H -19.32 -31.15 6.06
O -19.87 -28.32 11.46
H -20.43 -28.30 10.75
H -20.23 -28.36 12.17
O -18.81 -33.61 9.94
H -18.72 -33.95 9.10
H -18.13 -33.95 10.69
O -15.98 -32.89 11.48
H -15.70 -33.79 11.37
H -15.22 -32.30 11.77
*
```



Version 3
H22NO9 | ωB97M-V with the def2-TZVPD basis set

Geometry as ORCA input:
```
! wB97M-V def2-TZVPD RIJCOSX def2/J DEFGRID3
* xyz 1 1
N -0.44 -0.17 0.89
H 0.03 0.67 1.23
H -1.38 -0.20 1.19
H -0.02 -1.03 1.28
H -0.39 -0.23 -0.14
O -1.83 3.00 -0.03
H -2.19 3.77 0.36
H -0.91 2.99 0.26
O 2.04 -1.56 1.04
H 2.24 -1.80 2.00
H 2.94 -1.33 0.77
O -0.68 0.93 -1.81
H -1.26 1.75 -1.72
H -1.08 0.42 -2.48
O 2.98 0.63 -0.31
H 3.76 1.10 -0.71
H 2.62 0.29 -1.16
O -2.87 0.85 1.72
H -3.81 1.10 1.87
H -2.61 1.62 1.22
O 1.19 2.28 0.74
H 1.62 2.79 1.45
H 1.97 1.78 0.35
O -0.91 -2.98 1.40
H -1.84 -3.19 1.73
H -0.36 -3.70 1.57
O 1.87 -0.57 -2.32
H 2.40 -1.13 -2.93
H 1.00 -1.03 -2.18
O -1.20 -2.00 -1.72
H -1.48 -2.61 -0.98
H -1.43 -2.45 -2.56
*
```



From most stable to least stable, the computed energies give version 3, version 1, version 2.



Version 1
C10H32CoO10 | ωB97M-V with the def2-TZVPD basis set

Geometry as ORCA input:
```
! wB97M-V def2-TZVPD RIJCOSX def2/J DEFGRID3
* xyz 0 4
Co -1.07 -1.13 2.86
C 0.48 -0.51 0.93
O 1.48 -0.32 0.26
O 0.09 0.27 1.80
O -0.13 -1.58 1.08
C -2.69 -3.42 -2.64
C -2.01 -2.41 -1.74
O -1.77 -3.08 -0.51
H -3.24 -4.12 -2.02
H -2.02 -3.93 -3.34
H -3.38 -2.85 -3.26
H -2.72 -1.60 -1.56
H -1.10 -2.08 -2.25
H -1.19 -2.58 0.07
C -2.91 3.90 1.54
C -1.56 3.26 1.83
O -1.26 2.40 0.73
H -2.87 4.64 0.74
H -3.35 4.35 2.42
H -3.55 3.09 1.19
H -1.53 2.66 2.74
H -0.75 3.98 1.89
H -0.70 1.72 1.10
C 2.53 3.06 1.22
O 2.11 2.24 2.31
H 1.66 3.26 0.59
H 3.04 3.96 1.58
H 3.20 2.41 0.67
H 1.53 1.59 1.89
C 1.12 1.32 -2.39
O 1.41 -0.05 -2.42
H 1.28 1.81 -3.36
H 0.09 1.53 -2.09
H 1.74 1.93 -1.73
H 1.53 -0.15 -1.47
C 1.91 -3.65 -0.88
O 1.69 -3.57 0.51
H 1.90 -2.63 -1.27
H 2.88 -4.05 -1.17
H 1.11 -4.22 -1.36
H 1.03 -2.90 0.65
C -3.45 -0.31 1.07
O -3.11 -0.92 2.31
H -3.71 -1.06 0.31
H -4.26 0.41 1.17
H -2.59 0.26 0.73
H -3.85 -1.42 2.68
C 4.77 0.12 -0.81
O 4.16 -0.21 0.40
H 4.04 0.73 -1.34
H 5.66 0.71 -0.59
H 5.11 -0.74 -1.38
H 3.20 -0.16 0.34
*
```



Version 2
C10H32CoO10 | ωB97M-V with the def2-TZVPD basis set

Geometry as ORCA input:
```
! wB97M-V def2-TZVPD RIJCOSX def2/J DEFGRID3
* xyz 0 4
Co 0.40 -0.03 3.54
C 0.74 0.14 1.12
O 0.87 0.28 -0.09
O 1.37 0.84 2.04
O -0.09 -0.70 1.71
C -4.75 -0.55 0.12
C -3.38 -0.25 0.68
O -2.73 -1.48 0.99
H -4.66 -1.27 -0.70
H -5.17 0.36 -0.32
H -5.45 -0.95 0.85
H -3.47 0.38 1.58
H -2.81 0.29 -0.08
H -1.81 -1.28 1.21
C 0.08 -5.36 -0.60
C 0.11 -3.85 -0.46
O 0.16 -3.50 0.92
H 0.90 -5.79 -0.02
H 0.17 -5.61 -1.66
H -0.83 -5.78 -0.17
H -0.76 -3.42 -0.96
H 0.98 -3.43 -0.97
H 0.06 -2.54 0.97
C 3.95 2.87 0.44
O 3.20 2.95 1.64
H 3.32 3.03 -0.44
H 4.71 3.64 0.47
H 4.46 1.91 0.32
H 2.54 2.24 1.64
C -1.29 -0.44 -2.81
O 0.07 -0.78 -2.67
H -1.47 0.64 -2.83
H -1.66 -0.82 -3.77
H -1.92 -0.91 -2.04
H 0.35 -0.45 -1.80
C 0.07 3.65 -0.90
O 0.62 2.62 -1.71
H -0.86 3.32 -0.43
H 0.80 4.00 -0.16
H -0.17 4.48 -1.56
H 0.65 1.81 -1.18
C -1.43 2.25 2.84
O -1.25 1.23 3.85
H -1.03 1.89 1.90
H -2.49 2.43 2.68
H -0.91 3.17 3.13
H -1.89 1.39 4.56
C 3.82 -0.41 -2.09
O 3.39 -0.98 -0.87
H 4.36 0.54 -1.96
H 4.53 -1.06 -2.60
H 2.98 -0.25 -2.77
H 2.62 -0.47 -0.57
*
```



From most stable to least stable, the computed energies give version 2, version 1.



Version 1
C3H16N2O3 | ωB97M-V with the def2-TZVPD basis set

Geometry as ORCA input:
```
! wB97M-V def2-TZVPD RIJCOSX def2/J DEFGRID3
* xyz 0 1
N -1.83 0.38 1.17
C -1.49 1.30 0.14
C -0.36 0.57 -0.83
C 0.27 1.54 -1.83
N 1.50 2.10 -1.25
H -2.45 0.58 1.93
H -0.92 0.03 1.59
H -2.44 1.45 -0.48
H -1.11 2.27 0.55
H -0.76 -0.26 -1.25
H 0.29 0.17 -0.09
H 0.30 0.91 -2.77
H -0.52 2.27 -1.92
H 1.62 3.14 -1.40
H 2.27 1.68 -1.59
H -1.75 -1.75 0.47
H -2.06 -2.45 -0.70
O -1.37 -2.28 -0.26
H 1.86 -0.62 1.88
H 1.30 0.57 1.09
O 1.42 0.25 2.04
H 0.77 -3.22 0.75
H 1.52 -2.81 -0.47
O 1.67 -2.94 0.49
*
```

Values from the calculation:
SMILES: NCCCN.O.O.O



Version 2
C3H16N2O3 | ωB97M-V with the def2-TZVPD basis set

Geometry as ORCA input:
```
! wB97M-V def2-TZVPD RIJCOSX def2/J DEFGRID3
* xyz 0 1
N 0.10 1.21 0.63
C 0.13 -0.10 1.43
C -0.67 0.08 2.62
C -0.19 -1.21 0.41
N 0.90 -1.65 -0.48
H 0.74 1.14 -0.08
H 0.28 1.99 1.27
H 1.19 -0.22 1.77
H -0.16 0.75 3.32
H -1.60 0.43 2.29
H -0.87 -0.60 3.37
H -1.21 -1.20 -0.02
H -0.31 -1.98 1.16
H 0.44 -2.05 -1.32
H 1.47 -2.30 0.08
H -2.86 0.55 -1.18
H -1.95 0.69 -2.37
O -2.42 -0.01 -1.77
H 1.61 0.36 -1.07
H 2.52 1.25 -0.90
O 2.52 0.40 -1.29
H 0.50 0.48 -3.19
H -0.02 0.76 -1.87
O -0.13 1.23 -2.79
*
```

Values from the calculation:
SMILES: C[C@H](N)CN.O.O.O



From most stable to least stable, the computed energies give version 1, version 2.



Version 1
C4H2O2 | ωB97M-V with the def2-TZVPD basis set

Geometry as ORCA input:
```
! wB97M-V def2-TZVPD RIJCOSX def2/J DEFGRID3
* xyz 0 1
O -1.80 1.04 0.59
C -1.43 0.01 0.07
C 0.69 -1.40 -0.49
C -0.02 -0.25 -0.26
C 1.19 0.42 0.03
O 2.11 -0.23 -0.53
H -2.14 -0.80 -0.18
H 1.40 1.22 0.76
*
```



Version 2
C4H2O2 | ωB97M-V with the def2-TZVPD basis set

Geometry as ORCA input:
```
! wB97M-V def2-TZVPD RIJCOSX def2/J DEFGRID3
* xyz 0 1
O -1.41 -1.45 -0.35
C -1.67 -0.40 0.21
C -0.54 0.32 0.85
O -0.06 1.25 -0.05
C 1.15 0.70 -0.17
C 2.14 0.06 -0.38
H -2.69 -0.01 0.36
H 3.04 -0.49 -0.49
*
```



From most stable to least stable, the computed energies give version 1, version 2.



Version 1
C4H2O2 | ωB97M-V with the def2-TZVPD basis set

Geometry as ORCA input:
```
! wB97M-V def2-TZVPD RIJCOSX def2/J DEFGRID3
* xyz 0 1
O 1.51 1.56 1.60
C 1.70 0.97 0.56
C 0.59 0.29 -0.11
C -0.38 -0.33 -0.46
C -1.61 -1.10 -0.60
O -2.25 -1.23 -1.61
H 2.69 0.89 0.09
H -1.92 -1.55 0.36
*
```

Values from the calculation:
SMILES: O=CC#CC=O



Version 2
C4H2O2 | ωB97M-V with the def2-TZVPD basis set

Geometry as ORCA input:
```
! wB97M-V def2-TZVPD RIJCOSX def2/J DEFGRID3
* xyz 0 1
O 0.83 -1.00 1.64
C 1.06 -0.08 0.88
C 0.51 1.40 -0.91
C 0.14 0.33 -0.24
C -1.17 -0.26 -0.66
O -1.68 0.05 -1.71
H 1.97 0.53 0.96
H -1.67 -0.96 0.04
*
```



Version 3
C4H2O2 | ωB97M-V with the def2-TZVPD basis set

Geometry as ORCA input:
```
! wB97M-V def2-TZVPD RIJCOSX def2/J DEFGRID3
* xyz 0 1
O -1.52 0.26 1.16
C -1.27 -0.31 0.13
C 0.09 -0.23 -0.52
C 0.35 -0.81 -1.66
C 1.20 0.49 0.24
O 1.39 0.28 1.40
H -2.02 -0.90 -0.41
H 1.78 1.22 -0.35
*
```



From most stable to least stable, the computed energies give version 1, version 3, version 2.



Version 1
C2HCl3FN | ωB97M-V with the def2-TZVPD basis set

Geometry as ORCA input:
```
! wB97M-V def2-TZVPD RIJCOSX def2/J DEFGRID3
* xyz 0 1
C -0.56 0.00 0.04
C 0.90 0.16 -0.27
N -0.88 -1.04 0.82
F -2.18 -1.20 1.19
Cl -1.67 1.23 -0.41
Cl 1.29 0.08 -2.01
Cl 1.67 1.59 0.41
H 1.43 -0.82 0.24
*
```

Values from the calculation:
SMILES: F/N=C(\Cl)C(Cl)Cl



Version 2
C2HCl3FN | ωB97M-V with the def2-TZVPD basis set

Geometry as ORCA input:
```
! wB97M-V def2-TZVPD RIJCOSX def2/J DEFGRID3
* xyz 0 1
C -0.73 1.07 0.24
C 0.90 -1.11 -0.65
N -1.30 0.75 1.25
F -0.42 2.20 -0.38
Cl 0.75 -2.25 0.61
Cl 0.09 -1.51 -2.12
Cl 2.48 -0.45 -0.88
H -1.78 1.31 1.95
*
```



From most stable to least stable, the computed energies give version 1, version 2.